# 1
The following is a DFT calculation (ωB97M-V with the def2-TZVPD basis set) of a 2-piece molecular cluster, C5H13NO overall at a distorted geometry.

```
20
Properties=species:S:1:pos:R:3:forces:R:3
O 3.184 0.277 -1.348 -1.1 -0.3 1.3
N 1.456 -1.557 -0.736 0.1 2.4 3.0
C 0.456 -0.395 -0.425 -2.5 -0.3 -2.4
C -1.609 1.628 0.434 -4.4 -2.6 0.2
C -1.971 -0.202 0.560 3.3 1.1 0.4
C -0.838 -1.121 -0.038 -0.8 3.6 0.0
C 0.893 0.719 0.494 0.6 -3.5 -1.3
H -0.427 -1.757 0.647 0.1 -2.2 2.2
H -1.152 1.116 1.351 1.5 1.1 -1.8
H -1.802 -0.120 1.625 -1.0 -1.7 0.7
H 1.922 -1.626 0.213 -0.8 -0.9 -0.7
H 1.410 1.138 -0.349 1.5 2.7 0.6
H -2.138 1.941 1.443 -0.3 0.3 -1.5
H 2.280 -1.014 -1.082 0.3 0.4 -1.5
H -2.594 1.893 -0.369 4.1 -0.3 2.2
H 0.211 0.203 -1.374 0.8 -1.3 0.8
H 1.162 0.470 1.547 -0.4 1.0 -0.7
H -2.874 -0.645 0.251 -1.6 0.4 0.0
H -1.286 -1.640 -0.843 0.1 -0.7 -1.0
H 3.717 0.692 -2.003 0.5 0.6 -0.7
```
Forces are in eV/Å.

Output
- strongest force on any atom (eV Å⁻¹) = 5.104
- frontier orbital gap (Eh) = 0.192
- charge = 0
- ΔE to the lowest compared entry with this formula, charge and spin (kcal per mole) = 305.60
- molar mass (g mol⁻¹) = 103.165

---

# 2
The following is a DFT calculation (ωB97M-V with the def2-TZVPD basis set) of a 2-piece molecular cluster, C5H13NO overall at a distorted geometry.

```
20
Properties=species:S:1:pos:R:3:forces:R:3
O 1.876 -0.564 -1.610 -0.4 0.2 -0.2
N 2.489 0.469 0.258 0.2 0.1 1.1
C 1.873 1.826 -1.689 0.1 -0.2 0.7
C -2.096 -1.658 -0.201 -1.2 1.5 0.1
C -1.805 -0.079 1.728 -0.3 0.5 -0.1
C 1.977 0.493 -1.015 1.0 -1.1 0.0
C -1.093 -0.906 0.674 0.4 -0.6 -1.0
H -0.513 -0.293 -0.043 -0.2 0.1 0.7
H 2.782 -0.418 0.635 -0.3 -0.3 -0.4
H -1.733 -2.528 -0.739 -0.1 0.0 0.1
H -0.346 -1.613 1.057 -0.3 0.2 0.4
H -1.089 0.630 2.152 -0.3 -0.1 0.4
H -2.484 -0.887 -0.893 0.3 -0.6 -0.3
H 1.244 1.749 -2.574 0.0 0.3 0.2
H -2.640 0.506 1.307 0.5 0.0 -0.3
H -2.354 -0.660 2.481 0.7 -0.2 0.1
H 1.598 2.568 -0.941 -0.4 0.3 -0.4
H -3.018 -1.824 0.376 0.4 -0.8 0.0
H 2.426 1.154 0.997 -0.2 0.5 -0.7
H 2.905 2.035 -1.958 0.0 0.2 -0.3
```
Forces are in eV/Å.

Output
- strongest force on any atom (eV Å⁻¹) = 1.902
- frontier orbital gap (Eh) = 0.390
- charge = 0
- ΔE to the lowest compared entry with this formula, charge and spin (kcal per mole) = 11.70
- molar mass (g mol⁻¹) = 103.165

---

# 3
The following is a DFT calculation (ωB97M-V with the def2-TZVPD basis set) of a 2-piece molecular cluster, C5H13NO overall.

```
20
Properties=species:S:1:pos:R:3:forces:R:3
O 0.093 -0.404 -1.702 -0.1 0.0 -0.1
N -0.761 -0.505 0.777 -0.6 0.1 0.3
C -1.906 -0.572 1.332 0.7 0.0 -0.3
C 0.668 1.324 0.283 0.0 -0.1 -0.3
C 0.437 0.272 1.310 0.0 -0.1 0.0
C -0.525 0.056 -2.887 0.0 0.0 0.1
C 1.589 -0.722 1.439 -0.1 0.1 0.0
H 0.400 0.445 -1.082 0.0 0.0 0.1
H -0.629 -0.754 -0.246 0.0 0.0 0.0
H 1.869 -1.102 0.454 0.0 0.0 0.0
H -2.746 -0.999 0.797 0.0 0.0 0.0
H 0.019 2.192 0.399 0.0 0.0 0.1
H 0.120 0.594 2.312 -0.1 0.0 0.0
H 2.451 -0.200 1.858 -0.1 0.0 0.0
H -1.059 -0.772 -3.364 0.0 0.0 0.0
H -2.043 -0.189 2.337 0.1 0.0 0.0
H -1.247 0.862 -2.692 0.1 -0.1 0.0
H 1.339 -1.562 2.090 0.0 0.0 0.0
H 1.716 1.601 0.190 0.0 0.0 0.1
H 0.214 0.435 -3.604 0.0 0.0 0.1
```
Forces are in eV/Å.

Output
- strongest force on any atom (eV Å⁻¹) = 0.712
- frontier orbital gap (Eh) = 0.246
- charge = 0
- ΔE to the lowest compared entry with this formula, charge and spin (kcal per mole) = 93.77
- molar mass (g mol⁻¹) = 103.165

---

# 4
The following is a DFT calculation (ωB97M-V with the def2-TZVPD basis set) of one molecule with the formula C5H13NO at a distorted geometry.

```
20
Properties=species:S:1:pos:R:3:forces:R:3
O -2.697 1.102 -0.862 0.1 0.5 0.3
N 2.248 -1.300 0.882 -0.4 1.0 -0.8
C 1.113 0.916 0.295 0.7 0.6 -0.8
C 0.299 0.665 -1.007 0.0 -1.4 0.7
C -2.046 0.087 -0.125 0.2 -1.5 -1.1
C -0.796 -0.467 -0.861 0.9 1.4 0.0
C 1.337 -0.228 1.284 -0.4 0.5 0.7
H 1.816 -1.751 0.085 0.4 -0.6 0.2
H 0.661 1.764 0.810 -0.1 -0.2 0.4
H 1.786 0.218 2.191 -0.4 -0.1 -0.3
H 2.096 1.287 -0.047 -0.2 -0.1 0.3
H 1.052 0.480 -1.786 -0.5 -0.5 -0.1
H -0.464 -1.334 -0.280 0.2 0.1 -0.2
H -0.244 1.543 -1.337 0.0 0.3 0.2
H -1.815 0.430 0.886 0.1 0.2 -0.2
H -2.715 -0.778 -0.039 -0.1 0.1 0.3
H 2.411 -1.921 1.659 -0.2 -0.3 -0.2
H -3.383 0.701 -1.394 -0.1 -0.1 -0.1
H 0.322 -0.602 1.529 0.4 0.0 0.3
H -0.983 -0.813 -1.884 -0.6 0.0 0.3
```
Forces are in eV/Å.

Output
- strongest force on any atom (eV Å⁻¹) = 1.839
- frontier orbital gap (Eh) = 0.371
- charge = 0
- ΔE to the lowest compared entry with this formula, charge and spin (kcal per mole) = 29.14
- molar mass (g mol⁻¹) = 103.165

---

# 5
The following is a DFT calculation (ωB97M-V with the def2-TZVPD basis set) of a 2-piece molecular cluster, C5H13NO overall at a distorted geometry.

```
20
Properties=species:S:1:pos:R:3:forces:R:3
O -0.064 -3.538 -0.460 -0.2 -0.1 0.0
N 1.029 -1.729 -1.260 0.0 -0.1 -0.4
C -1.108 -1.394 -0.136 0.5 0.4 0.7
C 1.312 3.220 1.394 0.4 -1.0 0.5
C -0.051 -2.344 -0.662 0.6 0.3 0.3
C 1.219 1.723 0.999 -1.2 0.9 0.1
C -2.384 -1.370 -0.976 -0.1 0.1 -0.4
H -2.279 -2.041 -1.833 -0.1 -0.1 0.1
H 1.738 -2.355 -1.618 -0.2 0.0 0.0
H -2.577 -0.377 -1.397 0.1 -0.1 0.2
H -1.212 -1.656 0.920 -0.6 -0.6 -0.2
H -0.682 -0.401 0.022 0.1 0.1 -0.7
H 0.551 1.196 1.684 0.3 -0.1 0.2
H 2.225 3.640 0.985 -0.1 0.3 -0.2
H 1.394 3.294 2.483 0.0 0.2 -0.1
H 2.197 1.262 0.978 0.0 -0.3 -0.2
H 0.862 -0.909 -1.826 0.1 0.0 0.3
H 0.668 1.659 0.056 0.6 -0.2 -0.3
H -3.277 -1.659 -0.431 0.0 -0.1 0.1
H 0.440 3.778 1.078 -0.1 0.2 -0.1
```
Forces are in eV/Å.

Output
- strongest force on any atom (eV Å⁻¹) = 1.519
- frontier orbital gap (Eh) = 0.387
- charge = 0
- ΔE to the lowest compared entry with this formula, charge and spin (kcal per mole) = 9.48
- molar mass (g mol⁻¹) = 103.165

---

# 6
The following is a DFT calculation (ωB97M-V with the def2-TZVPD basis set) of a 2-piece molecular cluster, C5H13NO overall at a distorted geometry.

```
20
Properties=species:S:1:pos:R:3:forces:R:3
O -0.398 0.951 -3.620 0.3 0.2 0.5
N -1.735 0.444 -0.840 -0.8 -0.3 0.3
C -0.910 -0.757 1.720 -0.5 -1.4 -1.3
C 0.057 -0.322 0.639 0.7 1.9 0.4
C 1.561 -0.107 0.894 0.2 1.0 -0.2
C -0.422 0.388 -0.391 -0.2 -0.2 -0.5
C 2.046 -0.681 2.203 0.2 -0.9 1.0
H 1.894 -1.775 2.225 -0.1 0.3 0.0
H -0.735 0.712 -4.481 -0.1 -0.3 -0.1
H -1.636 0.025 1.951 0.2 0.1 0.3
H 1.781 0.987 0.825 -0.3 -0.5 0.5
H 2.180 -0.449 0.063 -0.2 -0.6 0.0
H 3.099 -0.549 2.473 0.0 0.3 -0.6
H -0.505 0.200 -3.017 -0.2 0.1 -0.4
H -2.044 1.283 -1.301 0.3 0.1 -0.1
H 0.197 0.977 -1.063 0.5 -0.2 0.2
H 1.516 -0.290 3.081 -0.2 0.1 -0.3
H -1.491 -1.571 1.263 -0.3 0.1 0.1
H -2.444 0.098 -0.213 0.0 -0.1 0.1
H -0.521 -1.253 2.602 0.4 0.5 0.2
```
Forces are in eV/Å.

Output
- strongest force on any atom (eV Å⁻¹) = 2.041
- frontier orbital gap (Eh) = 0.315
- charge = 0
- ΔE to the lowest compared entry with this formula, charge and spin (kcal per mole) = 33.28
- molar mass (g mol⁻¹) = 103.165

---

# 7
The following is a DFT calculation (ωB97M-V with the def2-TZVPD basis set) of a 2-piece molecular cluster, C5H13NO overall at a distorted geometry.

```
20
Properties=species:S:1:pos:R:3:forces:R:3
O -1.737 -1.779 -0.539 0.1 0.0 -0.2
N -1.592 -0.663 -2.488 -0.1 -0.1 -0.2
C 0.397 -1.786 -1.606 0.2 0.4 -0.2
C 1.118 1.266 1.418 -0.1 0.8 -0.8
C -1.061 -1.423 -1.486 -0.2 -0.2 0.6
C 0.671 0.324 2.513 -0.3 -0.5 -0.2
C -0.105 1.849 0.674 -0.1 -0.3 0.5
H -0.106 0.793 3.125 0.3 0.0 0.2
H 1.489 -0.060 3.125 -0.1 0.2 0.1
H 0.802 -2.056 -0.637 -0.1 -0.1 0.1
H -0.891 1.095 0.694 -0.2 0.0 -0.1
H 0.170 -0.542 2.056 0.2 0.1 0.1
H 0.968 -0.934 -1.983 0.0 -0.1 -0.1
H 0.047 2.100 -0.377 0.3 0.1 0.1
H 1.715 2.102 1.797 0.0 -0.1 0.2
H -0.472 2.723 1.218 -0.1 0.0 -0.2
H -2.600 -0.671 -2.545 0.1 0.2 0.0
H 0.511 -2.621 -2.299 0.0 0.0 0.0
H 1.760 0.789 0.679 0.1 -0.4 0.1
H -1.084 -0.506 -3.341 0.0 0.0 0.0
```
Forces are in eV/Å.

Output
- strongest force on any atom (eV Å⁻¹) = 1.138
- frontier orbital gap (Eh) = 0.393
- charge = 0
- ΔE to the lowest compared entry with this formula, charge and spin (kcal per mole) = 1.75
- molar mass (g mol⁻¹) = 103.165

---

# 8
The following is a DFT calculation (ωB97M-V with the def2-TZVPD basis set) of a 2-piece molecular cluster, C5H13NO overall at a distorted geometry.

```
20
Properties=species:S:1:pos:R:3:forces:R:3
O 1.136 0.403 1.689 -1.0 1.0 -1.8
N 0.412 2.438 0.831 -0.1 -0.3 0.3
C -2.440 -1.919 0.783 -0.5 1.0 1.0
C 2.763 0.381 -0.530 1.9 -0.2 -1.2
C -2.169 -1.394 -0.619 -0.8 1.1 -0.2
C 0.856 1.106 0.715 0.3 0.9 1.0
C 1.262 0.778 -0.792 1.1 -0.8 2.4
H 0.217 3.056 1.646 0.5 -1.7 -0.5
H -3.419 -1.570 1.231 1.3 0.2 -0.4
H 0.824 -0.154 -1.223 -0.3 1.1 0.5
H -1.347 -1.952 -1.025 0.5 -0.1 -0.4
H -3.056 -1.619 -1.238 0.4 0.3 0.0
H 0.285 2.925 -0.028 -0.1 0.1 -0.4
H -1.942 -0.266 -0.710 -0.4 -1.8 0.4
H 1.144 1.691 -1.404 0.1 -0.8 0.0
H -1.583 -1.747 1.448 -0.4 0.5 0.1
H 2.959 -0.254 0.430 -0.7 1.3 -2.0
H 3.131 -0.156 -1.442 -0.4 -0.2 0.8
H -2.551 -2.977 0.835 0.0 -1.1 -0.6
H 3.517 1.229 -0.598 -1.2 -0.5 0.8
```
Forces are in eV/Å.

Output
- strongest force on any atom (eV Å⁻¹) = 2.797
- frontier orbital gap (Eh) = 0.395
- charge = 0
- ΔE to the lowest compared entry with this formula, charge and spin (kcal per mole) = 27.17
- molar mass (g mol⁻¹) = 103.165

---

# 9
The following is a DFT calculation (ωB97M-V with the def2-TZVPD basis set) of a 2-piece molecular cluster, C5H13NO overall at a distorted geometry.

```
20
Properties=species:S:1:pos:R:3:forces:R:3
O 2.448 -1.474 0.417 1.5 0.0 -0.5
N -1.002 0.720 1.792 -0.8 0.8 0.0
C -0.215 0.587 0.622 0.6 -0.2 0.9
C -0.596 -0.107 -0.461 0.2 0.8 0.9
C 1.149 1.240 0.843 -0.8 0.1 0.2
C 0.282 -0.354 -1.642 0.2 0.4 -1.5
C -2.037 -0.502 -0.666 -0.4 -0.5 0.0
H -0.681 0.218 2.597 0.1 -0.1 0.2
H 1.314 0.000 -1.733 -0.2 0.6 0.9
H -2.244 -1.547 -0.415 0.2 -0.1 -0.3
H -2.009 0.808 1.758 0.3 -0.4 -0.3
H -2.810 0.038 -0.120 0.4 0.4 0.3
H 1.584 1.486 -0.121 0.7 -0.4 0.2
H 1.732 0.667 1.563 0.5 -0.4 -0.7
H 0.456 -1.401 -1.914 -0.8 -0.1 0.1
H -0.237 0.171 -2.455 0.2 -0.5 -0.4
H 1.071 2.174 1.405 -0.7 0.2 -0.4
H 1.518 -1.541 0.563 -1.0 0.1 -0.1
H -2.302 -0.320 -1.706 0.0 -0.3 -0.2
H 2.580 -0.862 -0.328 -0.3 -0.4 0.6
```
Forces are in eV/Å.

Output
- strongest force on any atom (eV Å⁻¹) = 1.549
- frontier orbital gap (Eh) = 0.330
- charge = 0
- ΔE to the lowest compared entry with this formula, charge and spin (kcal per mole) = 36.52
- molar mass (g mol⁻¹) = 103.165

---

# 10
The following is a DFT calculation (ωB97M-V with the def2-TZVPD basis set) of an isolated ion of composition C5H13NO and charge +1 at a distorted geometry.

```
20
Properties=species:S:1:pos:R:3:forces:R:3
O 2.938 -1.507 -0.069 -0.2 1.5 -0.3
N 0.424 -0.240 -0.477 -1.3 3.1 3.4
C 2.928 -0.060 0.032 -0.3 -0.9 1.7
C 1.668 0.470 -0.691 1.4 0.5 -0.9
C -0.851 0.483 -0.649 -1.5 -0.6 -1.2
C -2.077 -0.264 -0.124 -1.1 -0.7 1.2
C -2.538 -0.028 1.400 0.1 -0.1 -2.2
H 1.892 0.426 -1.765 -0.2 0.0 -0.2
H 2.899 0.160 1.133 -0.1 0.1 -0.9
H -3.493 0.485 1.311 0.3 0.7 0.4
H -0.989 1.489 -0.187 1.4 -0.3 0.0
H 0.300 -0.625 0.482 0.8 -1.1 -0.8
H -1.774 0.525 1.957 -0.5 -0.3 0.3
H -2.023 -1.343 -0.267 0.4 0.0 -0.3
H 2.151 -1.620 -0.599 0.1 -1.4 -0.4
H -1.000 0.672 -1.715 0.3 0.1 -0.2
H -2.869 -0.987 1.784 0.7 -0.1 0.6
H 1.509 1.555 -0.496 -0.2 -0.5 -0.1
H 3.866 0.384 -0.351 -0.7 -0.1 -0.2
H -2.960 0.024 -0.708 0.5 0.1 -0.2
```
Forces are in eV/Å.

Output
- strongest force on any atom (eV Å⁻¹) = 4.784
- spin multiplicity = 2
- frontier orbital gap (spin up / spin down) (Eh) = 0.432 / 0.223
- charge = +1
- ΔE to the lowest compared entry with this formula, charge and spin (kcal per mole) = 60.32
- molar mass (g mol⁻¹) = 103.165

---

# 11
The following is a DFT calculation (ωB97M-V with the def2-TZVPD basis set) of a 2-piece molecular cluster, C5H13NO overall at a distorted geometry.

```
20
Properties=species:S:1:pos:R:3:forces:R:3
O -2.310 1.484 -0.737 -0.5 0.1 0.3
N -0.942 -0.964 1.476 -0.6 -0.1 -1.4
C -1.439 -2.222 0.908 0.2 0.1 0.6
C 1.932 0.197 -0.651 -0.1 -0.2 0.2
C 0.045 -0.256 0.940 -0.2 -0.2 1.0
C 0.702 -0.544 -0.239 1.0 -0.4 -0.2
C 1.643 1.648 -1.093 0.1 -0.4 0.4
H 1.216 2.211 -0.275 -0.3 0.1 0.3
H -1.647 -0.429 1.969 0.3 0.0 0.8
H 2.626 0.219 0.198 -0.1 0.1 0.0
H -1.995 -2.028 0.000 -0.2 0.0 -0.2
H -2.500 2.343 -0.318 0.3 -0.5 -0.3
H 2.583 2.141 -1.292 0.2 0.1 -0.5
H 0.348 0.559 1.583 0.0 0.5 -0.3
H 0.391 -1.380 -0.862 -0.2 0.2 0.1
H -0.595 -2.877 0.737 0.1 -0.1 -0.2
H -1.377 1.293 -0.640 0.2 0.4 0.0
H 2.434 -0.380 -1.426 -0.1 0.2 -0.2
H -2.076 -2.691 1.655 -0.1 0.1 -0.1
H 0.962 1.675 -1.933 0.1 0.1 -0.3
```
Forces are in eV/Å.

Output
- strongest force on any atom (eV Å⁻¹) = 1.579
- spin multiplicity = 2
- frontier orbital gap (spin up / spin down) (Eh) = 0.404 / 0.294
- charge = +1
- ΔE to the lowest compared entry with this formula, charge and spin (kcal per mole) = 12.86
- molar mass (g mol⁻¹) = 103.165

---

# 12
The following is a DFT calculation (ωB97M-V with the def2-TZVPD basis set) of a 2-piece molecular cluster, C5H13NO overall at a distorted geometry.

```
20
Properties=species:S:1:pos:R:3:forces:R:3
O 1.668 0.335 1.213 0.2 -0.2 -0.2
N -0.503 -0.522 1.410 -0.8 2.1 -0.9
C 0.188 -1.162 -1.698 -0.1 -0.2 0.3
C 0.031 -0.104 -2.482 -0.1 0.0 0.0
C 0.817 1.149 -2.362 0.4 0.6 -0.1
C -1.809 -0.520 2.004 0.1 -0.7 0.3
C 0.496 0.420 1.917 0.8 -0.5 0.4
H -0.522 -0.501 0.365 0.4 -0.9 0.2
H 0.905 -1.166 -0.883 0.2 0.0 -0.1
H -2.448 -1.227 1.481 -0.1 0.1 0.0
H 0.094 1.427 1.724 -0.3 -0.1 0.1
H -0.330 -2.088 -1.899 -0.1 -0.1 0.0
H 0.231 2.065 -2.465 -0.2 -0.2 0.0
H -0.668 -0.190 -3.307 0.0 0.1 -0.1
H -2.219 0.495 1.894 0.0 0.0 0.0
H -1.745 -0.762 3.068 0.0 0.1 -0.1
H 1.568 1.204 -3.160 -0.1 -0.1 0.1
H 2.266 -0.316 1.604 0.0 0.1 0.0
H 1.357 1.203 -1.416 0.0 -0.1 0.0
H 0.625 0.259 2.992 -0.2 0.1 0.0
```
Forces are in eV/Å.

Output
- strongest force on any atom (eV Å⁻¹) = 2.383
- spin multiplicity = 2
- frontier orbital gap (spin up / spin down) (Eh) = 0.377 / 0.191
- charge = +1
- ΔE to the lowest compared entry with this formula, charge and spin (kcal per mole) = 46.46
- molar mass (g mol⁻¹) = 103.165

---

> The lowest strongest force on any atom belongs to which entry?

number 3